Entry 1:
Entry from the Open Molecules 2025 dataset: a molecular structure, C5H8O2 (ωB97M-V with the def2-TZVPD basis set).

## Properties
**Energy relative to the best compared isomer or geometry (same formula, charge and spin)**: 2.5978 eV
**Frontier orbital gap**: 10.641 eV

CARTESIAN COORDINATES (ANGSTROEM)
O1 -1.24355 1.09028 -2.22981
C1 -0.17599 1.03748 -1.30427
C2 -0.62506 0.40004 -0.00786
O2 -0.84429 -1.03193 -0.14152
C3 -0.08120 -1.25658 1.04245
C4 1.34421 -0.87402 0.85213
C5 0.31641 0.18735 1.16687
H1 -1.65875 0.21792 -2.23388
H2 0.69010 0.49203 -1.71093
H3 0.12940 2.07298 -1.11624
H4 -1.56266 0.87200 0.31433
H5 -0.46299 -1.97222 1.76368
H6 1.80605 -0.95870 -0.12867
H7 1.99701 -1.10179 1.69213
H8 0.37131 0.82518 2.04162

Cartesian forces (eV/Å) of the 2 atoms listed first:
-0.106 -0.217 -0.051
0.268 0.059 0.280

---

Entry 2:
Entry from the Open Molecules 2025 dataset: a molecular structure, C33H34ClN8PS2W at a distorted geometry (ωB97M-V with the def2-TZVPD basis set).

## Properties
**Net charge**: +2
**Frontier orbital gap (alpha / beta)**: 5.381 / 5.565 eV

CARTESIAN COORDINATES (ANGSTROEM)
W1 -0.55050 -0.07459 -0.96956
N1 -2.96780 -3.27429 -3.10316
C1 -2.15730 -2.31409 -2.65146
S1 -2.31690 -1.80779 -0.95996
N2 -1.30200 -1.70259 -3.40576
N3 -0.74190 -0.64079 -2.88646
C2 0.55770 -0.26059 -2.90146
C3 0.74550 1.18491 -3.00006
C4 1.81880 1.84341 -3.59846
C5 1.79340 3.22291 -3.64916
C6 0.70510 3.90241 -3.10956
C7 -0.27710 3.18031 -2.45586
N4 -0.25130 1.85301 -2.36986
H1 -3.53830 -3.79139 -2.45616
H2 -2.90510 -3.56229 -4.06516
H3 1.32580 -0.91669 -3.31826
H4 2.63370 1.27811 -4.01996
H5 2.59690 3.76571 -4.11866
H6 0.62380 4.97261 -3.18576
H7 -1.11240 3.68911 -1.99266
N5 -3.17910 1.16951 -1.19016
N6 -3.81260 0.98781 0.05294
C8 -3.07400 0.70771 1.15804
N7 -3.64920 0.23041 2.27484
S2 -1.37300 1.00691 1.18814
H8 -3.51560 2.02561 -1.63276
H9 -3.39330 0.38981 -1.82036
H10 -4.77230 0.64951 0.04974
H11 -4.62610 -0.01149 2.32514
H12 -3.08820 0.14901 3.10574
N8 1.58190 0.95711 0.14534
C9 2.63200 0.09871 -0.31176
C10 3.81630 0.61011 -0.81406
C11 4.80810 -0.25669 -1.24866
C12 4.62290 -1.62619 -1.16926
C13 3.42990 -2.14179 -0.68606
C14 2.42280 -1.28529 -0.25816
P1 0.73040 -1.82679 0.14244
C15 0.67170 -3.53789 -0.43956
C16 0.64110 -4.63489 0.41624
C17 0.64650 -5.91419 -0.11416
C18 0.68130 -6.10549 -1.48616
C19 0.71060 -5.01219 -2.34156
C20 0.70720 -3.73419 -1.81986
C21 0.57190 -1.87049 1.95304
C22 1.63290 -1.59069 2.80894
C23 1.42290 -1.56009 4.17744
C24 0.16570 -1.82509 4.69834
C25 -0.88540 -2.13689 3.84644
C26 -0.69190 -2.14829 2.47864
H13 1.85950 1.93211 0.02264
H14 1.41240 0.80181 1.14354
H15 3.96260 1.68041 -0.86226
H16 5.73120 0.14551 -1.63476
H17 5.40160 -2.29649 -1.49626
H18 3.27450 -3.20919 -0.64826
H19 0.64280 -4.48929 1.48614
H20 0.63550 -6.76679 0.54854
H21 0.69710 -7.10439 -1.89296
H22 0.74810 -5.15299 -3.41106
H23 0.76100 -2.87969 -2.47956
H24 2.62240 -1.40989 2.40924
H25 2.24410 -1.34029 4.84364
H26 0.01110 -1.80259 5.76644
H27 -1.85400 -2.38159 4.25664
H28 -1.50710 -2.38739 1.80594
Cl1 -1.19270 7.17001 4.77694
C27 -1.23160 5.86791 3.66184
C28 -0.12180 5.03761 3.52404
C29 -0.13680 4.02941 2.58324
C30 -1.25270 3.82941 1.76944
C31 -1.21890 2.85341 0.66484
C32 -2.37370 4.63871 1.95134
C33 -2.36460 5.65691 2.88244
H29 0.74790 5.20311 4.14054
H30 0.73420 3.39961 2.46224
H31 -2.02850 3.01101 -0.03876
H32 -0.25240 2.85521 0.16804
H33 -3.24360 4.49831 1.32654
H34 -3.22310 6.29891 2.99844

Cartesian forces (eV/Å) of the 2 atoms listed first:
0.486 -0.476 -1.190
-0.443 -0.544 -0.203

---

M values, unit g/mol, following the record order: 100.1; 857.1.
E values, unit eV, following the record order: -9407.234; -91987.181.